Entry from the OMol25 dataset: a structure of composition C17H31MgN2O2P2 (ωB97M-V with the def2-TZVPD basis set).

Positions of all 55 atoms, in Å:
Mg  -0.419  0.071  0.211
P  -2.754  0.612  -0.441
C  -2.349  1.324  -2.073
C  -0.881  1.375  -2.488
N  0.135  0.983  -1.689
C  1.419  1.161  -2.092
C  1.707  1.773  -3.309
C  0.670  2.157  -4.152
C  -0.634  1.923  -3.740
C  2.549  0.827  -1.141
P  2.771  -0.949  -0.685
H  -1.515  2.184  -4.328
H  2.750  1.952  -3.555
H  0.860  2.628  -5.123
H  3.496  1.090  -1.625
H  2.455  1.402  -0.200
H  -2.911  0.774  -2.813
H  -2.774  2.345  -2.105
H  -1.832  -3.856  -3.411
O  -0.883  -3.744  -3.506
H  -0.789  -2.955  -4.076
H  1.348  -2.041  0.542
O  0.376  -1.867  0.622
H  -0.036  -2.731  0.805
C  3.501  -1.783  -2.120
H  4.469  -1.325  -2.382
H  3.647  -2.838  -1.837
H  2.793  -1.741  -2.961
C  4.124  -0.859  0.528
H  4.046  -1.729  1.200
H  5.099  -0.894  0.019
H  4.051  0.050  1.145
C  -3.763  1.951  0.279
H  -4.788  1.894  -0.114
H  -3.784  1.865  1.375
H  -3.319  2.924  0.028
C  -4.028  -0.638  -0.837
H  -4.294  -1.184  0.083
H  -4.918  -0.132  -1.236
H  -3.626  -1.347  -1.577
C  1.381  2.610  1.853
C  0.283  1.968  2.595
C  -0.142  2.242  3.915
C  -1.180  1.340  4.204
C  -1.345  0.522  3.071
C  -2.302  -0.583  2.890
N  -0.459  0.922  2.091
H  1.085  2.870  0.830
H  2.273  1.967  1.823
H  1.677  3.538  2.355
H  0.292  3.005  4.551
H  -1.770  1.246  5.115
H  -2.589  -0.973  3.874
H  -3.213  -0.247  2.373
H  -1.871  -1.417  2.322

Output
frontier orbital gap	5.9	eV
M	381.7	g/mol
charge	+1
lowest unoccupied orbital energy	-0.112	Eh



Entry from the OMol25 dataset: a structure of composition C17H31MgN5OS4 (ωB97M-V with the def2-TZVPD basis set).

Positions of all 59 atoms, in Å:
Mg  -0.773  1.684  0.421
S  -2.857  0.885  3.862
S  -4.365  -0.051  2.882
S  -5.390  1.176  1.506
S  -4.548  1.176  -0.338
N  2.203  1.234  -1.074
C  2.678  -0.034  -0.968
C  3.192  -0.516  0.248
C  3.836  -1.735  0.311
C  3.976  -2.526  -0.822
C  3.421  -2.089  -2.015
C  2.784  -0.869  -2.092
H  1.771  1.658  -0.232
H  1.624  1.406  -1.886
H  3.076  0.092  1.133
H  4.241  -2.077  1.256
H  4.506  -3.468  -0.783
H  3.498  -2.707  -2.900
H  2.357  -0.533  -3.027
N  -2.208  4.241  0.663
N  -2.335  2.856  1.073
H  -2.322  4.240  -0.351
H  -1.228  4.479  0.828
H  -3.163  2.445  0.588
H  -2.561  2.837  2.074
C  -0.790  1.242  -4.526
C  -0.702  0.146  -3.685
C  -0.704  0.328  -2.311
C  -0.786  1.582  -1.696
C  -0.871  2.656  -2.588
C  -0.873  2.504  -3.967
H  -0.792  1.111  -5.604
H  -0.617  -0.852  -4.108
H  -0.620  -0.555  -1.687
H  -0.930  3.667  -2.192
H  -0.930  3.374  -4.617
C  -0.478  -2.957  0.033
C  -0.420  -2.485  1.496
C  0.707  -3.248  2.211
C  -1.754  -2.759  2.192
N  -0.087  -1.065  1.609
N  -1.126  -0.115  1.421
H  -0.692  -4.023  -0.027
H  0.474  -2.770  -0.465
H  -1.263  -2.428  -0.506
H  0.551  -4.324  2.135
H  0.730  -2.966  3.260
H  1.669  -3.002  1.764
H  -1.873  -3.825  2.372
H  -2.595  -2.424  1.590
H  -1.796  -2.231  3.141
H  0.670  -0.847  0.961
H  -1.553  0.125  2.344
H  -1.896  -0.458  0.845
C  1.603  2.563  2.073
O  0.809  2.340  0.983
H  2.589  2.973  1.777
H  1.784  1.636  2.639
H  1.145  3.281  2.773

Output
frontier orbital gap	5.3	eV
M	474.0	g/mol
charge	-2
lowest unoccupied orbital energy	0.169	Eh



Entry from the OMol25 dataset: a structure of composition C17H31MnN3O8PS2 (ωB97M-V with the def2-TZVPD basis set).

Positions of all 63 atoms, in Å:
Mn  -1.447  -1.002  0.040
N  -2.431  -1.935  1.643
N  -1.504  -2.825  2.214
C  -0.143  -2.600  1.907
O  0.696  -3.199  2.548
O  0.071  -1.802  0.905
H  -2.704  -1.183  2.270
H  -3.241  -2.427  1.286
H  -1.679  -3.116  3.162
C  3.879  4.996  -0.784
C  3.062  3.786  -1.153
C  2.095  3.849  -2.151
C  1.350  2.729  -2.496
C  1.562  1.534  -1.825
C  2.526  1.447  -0.829
C  3.271  2.569  -0.503
S  0.580  0.110  -2.231
O  1.317  -1.041  -1.779
O  0.254  0.232  -3.628
N  -0.742  0.237  -1.333
C  -1.791  1.132  -1.854
C  -3.125  0.796  -1.205
O  -4.115  1.451  -1.411
O  -3.084  -0.260  -0.407
H  3.603  5.860  -1.389
H  4.944  4.807  -0.931
H  3.739  5.261  0.266
H  1.934  4.781  -2.681
H  0.631  2.772  -3.306
H  2.687  0.498  -0.331
H  4.038  2.497  0.261
H  -1.911  1.031  -2.933
H  -1.587  2.190  -1.657
C  0.667  -4.154  -0.927
P  -1.072  -4.115  -1.334
C  -1.804  -5.544  -0.520
C  -1.198  -4.404  -3.103
O  -1.824  -2.856  -0.966
H  1.130  -5.012  -1.419
H  0.797  -4.235  0.153
H  1.143  -3.228  -1.254
H  -1.294  -6.462  -0.820
H  -2.860  -5.613  -0.781
H  -1.710  -5.417  0.559
H  -0.719  -5.344  -3.382
H  -0.708  -3.580  -3.625
H  -2.249  -4.427  -3.391
C  0.796  0.202  4.174
C  0.558  1.517  3.426
S  0.161  1.167  1.709
O  -1.229  0.559  1.766
C  -0.066  2.842  1.085
C  -1.194  3.620  1.740
H  1.532  0.338  4.964
H  1.161  -0.586  3.512
H  -0.123  -0.161  4.631
H  1.445  2.156  3.407
H  -0.272  2.087  3.842
H  -0.255  2.684  0.024
H  0.911  3.325  1.162
H  -2.097  3.009  1.789
H  -1.421  4.507  1.148
H  -0.935  3.948  2.747

Output
frontier orbital gap (spin up / spin down)	8.4 / 9.2	eV
M	555.5	g/mol
charge	0
2S+1	5
lowest unoccupied orbital energy (spin up / spin down)	-0.013 / 0.010	Eh



Entry from the OMol25 dataset: a cluster of 2 separate species, C17H31N3O6S2 in total (ωB97M-V with the def2-TZVPD basis set).

Positions of all 59 atoms, in Å:
C  -1.489  -1.348  0.647
C  -1.929  -1.550  -0.800
O  -2.287  -2.922  -1.035
C  -1.264  -3.794  -1.289
O  -0.067  -3.507  -1.253
C  -1.679  -5.261  -1.621
C  -2.548  -5.820  -0.483
S  -1.601  -6.009  1.087
N  -0.570  -6.198  -1.912
C  -0.879  -7.313  -2.835
C  0.343  -8.096  -3.381
O  0.127  -9.109  -4.029
O  1.595  -7.637  -3.127
C  -1.647  -6.622  -3.959
S  -2.673  -5.323  -3.166
H  -2.272  -1.688  1.331
H  -1.301  -0.286  0.832
H  -0.572  -1.905  0.856
H  -2.806  -0.924  -0.995
H  -1.139  -1.219  -1.484
H  -3.401  -5.154  -0.318
H  -2.947  -6.793  -0.781
H  -2.560  -6.482  1.914
H  -0.071  -6.489  -1.070
H  -1.535  -8.028  -2.329
H  2.193  -8.256  -3.570
H  -0.944  -6.151  -4.653
H  -2.262  -7.336  -4.515
C  1.393  1.176  1.723
C  0.280  2.082  2.265
C  0.707  3.555  2.473
C  -0.490  4.319  3.063
C  1.349  4.260  1.239
N  2.018  5.508  1.668
C  1.468  6.721  1.763
C  2.356  7.807  2.322
O  0.327  6.991  1.418
C  0.480  4.358  -0.052
O  -0.568  3.736  -0.166
N  0.873  5.077  -1.113
C  2.134  5.784  -1.344
H  1.066  0.137  1.759
H  1.617  1.435  0.688
H  2.292  1.283  2.332
H  -0.028  1.677  3.230
H  -0.582  2.022  1.604
H  1.474  3.534  3.249
H  -0.901  3.778  3.915
H  -0.181  5.304  3.408
H  -1.267  4.438  2.306
H  2.169  3.614  0.933
H  2.970  5.425  1.981
H  1.775  8.725  2.402
H  3.198  7.964  1.652
H  2.711  7.517  3.310
H  0.194  5.092  -1.858
H  2.971  5.225  -0.923
H  2.087  6.776  -0.891
H  2.295  5.901  -2.416

Output
frontier orbital gap	9.6	eV
M	437.6	g/mol
charge	0
lowest unoccupied orbital energy	0.018	Eh



Entry from the OMol25 dataset: a structure of composition C17H31NO5 (ωB97M-V with the def2-TZVPD basis set).

Positions of all 54 atoms, in Å:
C  -1.797  -4.856  -0.521
C  -0.666  -4.175  0.277
C  0.456  -3.433  -0.567
C  1.363  -2.830  0.318
C  2.328  -2.150  -0.622
C  3.231  -1.303  0.472
C  4.217  -0.529  -0.211
C  3.712  0.859  -1.188
C  3.241  1.963  -0.193
H  4.037  1.984  0.722
H  3.162  3.089  -0.615
O  1.921  1.772  0.409
C  0.965  1.948  -0.228
O  0.987  2.810  -1.127
C  -0.360  1.808  0.520
N  -1.476  1.269  -0.079
C  -0.975  0.041  -1.019
H  -0.519  -0.600  -0.405
C  -2.176  -0.311  -1.720
O  -3.057  0.572  -2.266
C  -3.413  1.619  -1.662
C  -2.244  2.391  -0.825
H  -2.442  3.222  -0.264
H  -1.570  2.756  -1.619
H  -3.917  2.489  -2.452
H  -3.933  1.313  -0.758
H  -2.022  -1.403  -2.358
H  -2.851  -0.663  -0.864
H  -0.449  0.512  -1.788
H  -0.680  2.743  1.114
C  -0.114  0.990  1.788
C  -1.506  0.532  2.309
O  -2.157  1.377  3.024
O  -1.826  -0.854  2.233
H  -2.720  -0.971  2.619
H  0.399  0.159  1.561
H  0.521  1.383  2.412
H  4.503  1.283  -1.445
H  2.869  0.614  -1.682
H  4.992  0.045  0.389
H  4.833  -1.122  -0.979
H  2.601  -0.479  1.330
H  3.727  -1.982  1.068
H  2.808  -2.778  -1.111
H  1.645  -1.206  -1.166
H  2.006  -3.590  0.940
H  0.850  -2.251  1.077
H  0.941  -4.437  -1.087
H  -0.118  -2.722  -1.347
H  -0.518  -4.827  1.022
H  -1.286  -3.345  0.827
H  -2.606  -5.268  -0.055
H  -1.190  -5.575  -1.300
H  -2.242  -4.224  -1.185

Output
frontier orbital gap	9.5	eV
M	329.4	g/mol
charge	0
lowest unoccupied orbital energy	0.026	Eh



Entry from the OMol25 dataset: a structure of composition C17H32AlBr2ClN4OP (ωB97M-V with the def2-TZVPD basis set).

Positions of all 59 atoms, in Å:
C  -1.659  -0.453  1.119
Al  -2.392  1.468  0.773
Br  -1.002  2.764  -0.726
Br  -2.599  2.726  2.877
P  -4.588  1.165  0.017
O  -5.509  0.699  1.437
Cl  -4.599  -0.509  -1.290
H  -0.569  -0.607  0.710
H  -1.665  -0.596  2.303
H  -2.407  -1.282  0.713
H  -4.984  -0.050  1.866
C  2.581  5.441  -2.106
C  2.265  6.175  -0.806
C  3.138  5.715  0.363
C  2.914  4.234  0.621
N  2.727  3.006  0.834
H  2.386  4.367  -2.021
H  1.954  5.821  -2.919
H  3.630  5.580  -2.390
H  1.207  6.024  -0.562
H  2.411  7.250  -0.961
H  2.883  6.280  1.266
H  4.198  5.887  0.143
C  -2.053  -6.490  0.432
C  -3.154  -5.519  0.016
C  -2.752  -4.635  -1.166
C  -1.537  -3.801  -0.794
N  -0.529  -3.109  -0.486
H  -1.157  -5.963  0.773
H  -2.394  -7.119  1.259
H  -1.773  -7.144  -0.402
H  -3.417  -4.892  0.877
H  -4.049  -6.090  -0.251
H  -3.578  -3.967  -1.434
H  -2.514  -5.248  -2.042
C  3.585  4.181  4.961
C  2.366  4.675  5.735
C  1.236  5.155  4.823
C  1.723  6.315  3.969
N  2.127  7.277  3.261
H  4.034  4.980  4.363
H  4.354  3.822  5.652
H  3.316  3.357  4.291
H  2.676  5.488  6.403
H  1.994  3.862  6.369
H  0.383  5.485  5.424
H  0.898  4.344  4.170
C  -0.119  -5.546  -6.183
C  -0.435  -4.812  -4.883
C  0.438  -5.272  -3.714
C  0.214  -6.753  -3.456
N  0.027  -7.982  -3.243
H  -0.314  -6.620  -6.098
H  -0.746  -5.166  -6.996
H  0.930  -5.407  -6.467
H  -1.493  -4.963  -4.639
H  -0.289  -3.738  -5.038
H  0.183  -4.707  -2.811
H  1.498  -5.101  -3.934

Output
frontier orbital gap	7.0	eV
M	561.7	g/mol
charge	-1
lowest unoccupied orbital energy	0.087	Eh



Entry from the OMol25 dataset: a structure of composition C17H32As4F6Ir (ωB97M-V with the def2-TZVPD basis set).

Positions of all 60 atoms, in Å:
Ir  -1.328  1.500  -0.880
C  2.529  1.879  -2.037
As  1.290  1.246  -0.676
C  2.054  2.087  0.931
C  1.884  -0.668  -0.505
C  0.904  -1.709  0.056
C  0.146  -1.171  1.264
C  -0.089  -2.208  -1.010
As  -1.361  -0.894  -1.884
C  -3.090  -1.783  -1.638
C  -1.019  -1.304  -3.758
C  1.696  -2.999  0.424
As  2.852  -3.183  2.068
C  3.775  -1.525  2.583
C  1.648  -3.516  3.579
H  3.561  1.796  -1.683
H  2.303  2.929  -2.243
H  2.402  1.321  -2.965
H  3.104  1.810  1.054
H  1.483  1.808  1.816
H  1.995  3.171  0.807
H  2.779  -0.632  0.128
H  2.195  -0.970  -1.510
H  -0.530  -0.363  0.947
H  0.840  -0.776  2.008
H  -0.453  -1.959  1.718
H  -0.742  -2.970  -0.571
H  0.463  -2.662  -1.840
H  -3.071  -2.775  -2.097
H  -3.855  -1.181  -2.136
H  -3.352  -1.875  -0.583
H  -1.197  -2.369  -3.913
H  0.001  -1.049  -4.041
H  -1.702  -0.724  -4.382
H  2.345  -3.263  -0.412
H  0.999  -3.832  0.554
H  4.511  -1.236  1.837
H  4.300  -1.708  3.520
H  3.060  -0.719  2.737
H  0.837  -4.181  3.287
H  1.248  -2.575  3.959
H  2.207  -3.996  4.384
C  -3.021  2.341  3.614
C  -1.991  3.110  3.084
C  -1.613  2.952  1.764
C  -2.247  1.990  0.960
C  -3.325  1.263  1.490
C  -3.688  1.415  2.817
H  -3.334  2.501  4.635
H  -1.492  3.852  3.689
H  -0.845  3.594  1.353
H  -3.887  0.588  0.857
H  -4.509  0.843  3.221
F  -2.411  1.737  -3.029
As  -1.114  2.779  -3.918
F  -1.467  1.921  -5.335
F  0.279  3.546  -4.488
F  -2.221  4.035  -4.062
F  -0.706  3.390  -2.190
F  -0.031  1.373  -3.355

Output
frontier orbital gap (spin up / spin down)	3.4 / 3.3	eV
M	842.3	g/mol
charge	+2
2S+1	2
lowest unoccupied orbital energy (spin up / spin down)	-0.346 / -0.350	Eh



Entry from the OMol25 dataset: a cluster of 2 separate species, C17H32B2BrF2NO4 in total (ωB97M-V with the def2-TZVPD basis set).

Positions of all 59 atoms, in Å:
C  6.709  3.812  -0.627
C  5.685  4.245  -1.520
C  4.200  4.409  -2.272
C  3.537  2.915  -2.619
C  3.378  1.963  -1.291
B  1.827  1.642  -0.847
F  1.935  1.340  0.612
O  1.615  0.296  -1.487
C  0.834  0.605  -2.731
F  0.228  -0.715  -3.022
C  -0.144  1.885  -2.360
Br  -0.348  3.355  -3.757
B  -1.720  1.559  -2.026
O  -2.440  0.637  -2.967
O  -2.523  2.114  -0.919
C  -3.416  3.145  -1.532
O  0.721  2.494  -1.325
H  7.523  3.213  0.008
H  3.452  4.907  -1.515
H  4.363  5.043  -3.247
H  4.254  2.365  -3.372
H  2.530  3.115  -3.186
H  4.018  2.335  -0.355
H  3.862  0.911  -1.581
H  1.521  0.803  -3.659
H  -2.894  -0.075  -2.427
H  -2.823  4.157  -1.755
H  -4.356  3.364  -0.858
H  -3.847  2.803  -2.584
C  0.402  -4.978  2.452
C  -0.347  -4.006  3.348
C  -1.741  -3.594  2.854
C  -1.914  -3.180  1.389
N  -1.466  -1.762  0.947
C  -2.670  -0.807  0.857
C  -2.843  -0.311  2.275
C  -1.431  -0.212  2.830
C  -0.535  -0.976  1.868
C  -0.816  -1.900  -0.432
H  0.502  -4.609  1.432
H  1.411  -5.140  2.844
H  -0.106  -5.947  2.428
H  0.279  -3.131  3.534
H  -0.464  -4.470  4.334
H  -2.161  -2.843  3.529
H  -2.377  -4.482  2.988
H  -2.979  -3.251  1.138
H  -1.419  -3.904  0.732
H  -2.391  0.018  0.189
H  -3.540  -1.330  0.448
H  -3.432  -1.025  2.862
H  -3.370  0.647  2.313
H  -1.375  -0.617  3.846
H  -1.109  0.834  2.889
H  0.209  -1.627  2.313
H  0.007  -0.253  1.244
H  -1.544  -2.351  -1.109
H  0.067  -2.529  -0.328
H  -0.528  -0.908  -0.794

Output
frontier orbital gap	7.8	eV
M	454.0	g/mol
charge	0
lowest unoccupied orbital energy	-0.007	Eh



Number 1: strongest force on any atom 0.0437 hartree/bohr. Number 2: strongest force on any atom 0.0249 hartree/bohr. Number 3: strongest force on any atom 0.0054 hartree/bohr. Number 4: strongest force on any atom 0.0545 hartree/bohr. Number 5: strongest force on any atom 0.2949 hartree/bohr. Number 6: strongest force on any atom 0.1956 hartree/bohr. Number 7: strongest force on any atom 0.0412 hartree/bohr. Number 8: strongest force on any atom 0.1869 hartree/bohr.